1.
# C14H6Cl6CrO12S

A structure of composition C14H6Cl6CrO12S (ωB97M-V/def2-TZVPD, the OMol25 dataset).

Output
Multiplicity: 6
Electronic energy, Eh: -5643.54170
Frontier orbital gap (alpha / beta), eV: 3.3 / 3.2
Total charge: -3
<S²>: 8.836
Molar mass, g/mol: 662.971

The geometry in XYZ format:
```
40
Properties=species:S:1:pos:R:3:forces:R:3:lowdin_charge:R:1
Cr 0.442 -0.444 1.498 1.71 -1.11 -2.42 0.659
S 1.524 -2.871 0.904 1.56 -1.47 -6.97 0.138
O 1.471 -1.693 0.087 -2.11 6.51 -3.05 -0.408
O 0.932 -2.319 2.092 -1.89 0.73 6.48 -0.457
O 0.702 -3.847 0.225 0.17 -1.88 1.75 -0.319
O 2.958 -3.038 0.776 2.06 -3.07 3.11 -0.375
C -2.255 0.571 -0.712 1.15 -4.58 2.52 -0.031
C -2.722 0.853 -1.950 -1.21 5.99 -1.80 -0.373
C -2.650 -0.101 -3.106 1.68 1.37 -3.79 -0.418
O -2.586 0.328 -4.327 -1.48 0.33 1.88 -0.115
C -2.285 -1.392 -2.905 0.32 -1.23 2.14 -0.051
C -1.889 -1.893 -1.615 -1.91 -0.11 -0.07 -0.331
C -1.859 -0.785 -0.390 -0.31 2.31 -3.55 -0.280
O -1.316 -1.067 0.680 0.66 -0.89 2.45 -0.171
O -1.748 -3.098 -1.416 0.48 0.45 0.79 -0.013
O -3.015 2.117 -2.121 -0.24 -3.10 -0.54 -0.092
H -2.183 1.343 0.039 0.00 0.09 0.07 0.101
H -2.233 -2.022 -3.780 0.18 -0.24 0.10 0.090
C 1.961 0.938 -3.090 -0.75 0.99 -2.08 0.094
C 0.900 1.826 -3.502 -2.63 1.02 0.56 -0.289
C 0.367 2.845 -2.382 -1.09 0.25 -0.41 -0.288
O -0.569 3.563 -2.791 2.62 -0.78 1.69 0.022
C 0.888 2.658 -0.980 -0.16 1.01 -2.94 0.031
C 1.683 1.583 -0.635 -2.24 0.80 0.59 -0.372
C 2.330 0.842 -1.776 3.37 -4.72 2.26 -0.254
O 3.210 -0.145 -1.584 -2.05 3.45 0.12 0.035
O 1.658 1.235 0.606 0.72 -0.96 0.11 -0.180
O 0.194 1.799 -4.508 2.04 -0.49 0.36 0.102
H 2.486 0.348 -3.826 -0.05 -0.24 0.11 0.125
H 0.554 3.382 -0.252 -0.35 -0.37 0.30 0.099
C -2.986 -0.527 4.522 -0.35 1.29 0.38 -1.482
Cl -3.982 -1.953 4.660 -0.08 -0.64 -0.34 0.522
Cl -4.012 0.842 3.842 0.79 -0.73 0.01 0.454
Cl -1.433 -0.763 3.690 -1.12 -0.01 0.63 0.627
H -2.868 -0.212 5.559 0.60 0.01 -0.38 -0.007
C 3.680 0.150 3.737 1.18 -1.30 -1.00 -1.536
Cl 1.958 0.199 3.852 -0.94 0.11 -0.01 0.618
Cl 4.375 1.564 4.484 0.44 0.88 0.26 0.501
Cl 4.277 -0.125 2.066 -0.53 0.26 0.89 0.611
H 4.043 -0.692 4.327 -0.26 0.08 -0.21 0.013
```
Forces are in eV/Å.

=====

2.
# C13H33Cl2NO4

A structure of composition C13H33Cl2NO4 (ωB97M-V/def2-TZVPD, the OMol25 dataset).

Output
Multiplicity: 1
Electronic energy, Eh: -1790.91004
Energy relative to the best compared isomer or geometry (same formula, charge and spin), kcal/mol: 202.7
Frontier orbital gap, eV: 8.8
Molar mass, g/mol: 338.316

The geometry in XYZ format:
```
53
Properties=species:S:1:pos:R:3:forces:R:3:lowdin_charge:R:1
Cl -1.378 15.519 5.195 11.44 1.35 -6.97 0.904
C -0.589 16.518 3.945 1.79 -0.30 -1.81 -0.520
C -0.331 15.778 2.614 -0.19 1.25 2.20 -0.687
Cl -1.708 14.931 2.000 -2.13 -0.66 0.17 0.703
H 0.356 16.899 4.332 0.01 0.14 -0.35 0.066
H -1.218 17.392 3.775 -0.20 -0.54 -0.14 0.080
H 0.428 15.013 2.774 -0.47 0.46 -0.63 0.040
H -0.075 16.501 1.839 0.06 0.08 0.93 0.062
C 1.804 15.007 4.498 -0.13 -0.53 -0.01 -0.093
C 3.003 14.112 4.449 3.14 1.49 1.18 -0.440
C 4.398 14.849 4.392 -1.14 0.12 -1.24 -0.054
O 3.157 13.410 5.686 -1.20 -1.53 -0.23 -0.065
H 1.551 15.607 3.623 1.70 0.18 0.48 0.049
H 1.860 15.611 5.403 -0.25 0.14 -0.05 0.105
H 0.934 14.350 4.506 -0.04 -0.10 0.76 0.071
H 2.969 13.449 3.584 -0.10 -0.53 0.44 0.141
H 4.581 15.556 5.201 -0.51 0.11 0.13 0.074
H 4.399 15.395 3.449 0.59 0.20 -0.09 0.070
H 5.222 14.138 4.451 -0.22 -0.15 -0.32 0.075
H 3.280 14.040 6.400 -0.03 0.22 -0.14 0.083
C -3.380 15.064 5.709 -5.09 -2.72 2.49 -0.248
C -3.613 13.942 6.708 -1.07 -0.60 0.13 -0.477
C -3.923 14.449 8.103 0.07 0.41 -0.22 -0.050
O -4.698 13.087 6.296 0.07 0.22 0.04 -0.054
H -4.179 15.805 5.710 -0.28 -0.05 -0.10 0.114
H -3.205 14.610 4.733 -0.92 0.19 0.09 0.045
H -2.452 15.590 5.932 -6.68 0.34 4.68 -0.244
H -2.734 13.299 6.731 0.43 0.05 0.11 0.131
H -4.177 13.722 8.875 0.24 -0.40 -0.37 0.080
H -4.781 15.117 8.039 0.07 0.25 0.04 0.081
H -3.032 14.991 8.421 -0.13 0.25 0.30 0.079
H -4.502 12.887 5.378 -0.27 -0.22 -0.16 0.075
C -1.114 15.006 -1.630 -0.38 -0.96 -0.65 -0.077
C -0.404 16.087 -0.841 0.41 -1.21 -1.02 -0.479
C 0.615 15.520 0.147 -0.47 -0.40 -0.79 -0.112
O 0.246 16.824 -1.876 -0.22 1.56 0.10 -0.060
H -1.660 14.231 -1.092 0.06 0.14 0.37 0.069
H -0.397 14.508 -2.283 0.35 -0.25 0.27 0.079
H -1.793 15.420 -2.376 -0.23 0.41 0.32 0.080
H -1.191 16.690 -0.389 0.42 0.53 0.20 0.130
H 0.103 15.018 0.968 0.84 -0.27 -1.65 -0.035
H 1.218 16.323 0.571 0.43 -0.20 -0.35 0.093
H 1.183 14.753 -0.380 0.45 0.22 -0.07 0.100
H 1.153 16.569 -2.058 -0.05 -0.38 0.45 0.088
O 0.865 19.349 5.948 0.62 -0.44 0.81 0.025
C -0.166 19.196 6.599 0.94 0.78 -3.39 -0.623
N -0.431 19.853 7.697 -0.68 0.98 2.66 0.175
C -1.237 18.454 5.930 -1.73 -0.79 -0.28 -0.052
H -1.374 19.920 8.053 0.31 -0.22 0.02 0.114
H 0.287 20.384 8.169 -0.07 -0.03 -0.29 0.123
H -2.174 18.333 6.475 0.15 -0.38 0.53 0.091
H -0.858 17.501 5.560 -0.23 1.11 1.40 -0.023
H -1.601 18.925 5.017 0.54 0.68 0.02 0.102
```
Forces are in eV/Å.

=====

3.
# C21H42N4O15PVY

A structure of composition C21H42N4O15PVY (ωB97M-V/def2-TZVPD, the OMol25 dataset).

Output
Multiplicity: 1
Electronic energy, Eh: -3496.71731
Energy relative to the best compared isomer or geometry (same formula, charge and spin), kcal/mol: 0.0
Frontier orbital gap, eV: 6.9
Total charge: +1
Molar mass, g/mol: 761.404

The geometry in XYZ format:
```
85
Properties=species:S:1:pos:R:3:forces:R:3:lowdin_charge:R:1
C 5.338 18.384 21.133 -2.01 -0.82 -0.12 -0.052
C 6.052 17.701 22.275 0.27 0.66 -0.61 -0.273
C 6.065 16.192 22.075 -0.18 0.43 0.33 -0.195
O 6.999 15.716 23.008 0.20 -0.20 -0.25 -0.186
C 7.253 14.331 22.940 -0.20 -0.61 0.24 -0.080
N 7.509 18.191 22.184 -0.88 -0.35 0.06 0.231
H 7.611 19.072 22.681 0.16 0.01 -0.11 0.172
H 8.165 17.498 22.555 -0.11 0.04 0.06 0.159
H 7.721 18.324 21.175 0.75 -0.02 -0.22 0.102
H 5.177 19.461 21.125 1.09 0.13 0.05 0.103
H 4.275 18.098 21.108 0.12 -0.44 0.41 0.099
H 5.701 17.939 20.215 0.40 0.70 -0.43 0.047
H 5.658 17.976 23.249 0.16 -0.09 0.15 0.155
H 6.295 15.972 21.025 0.57 -0.11 0.03 0.125
H 5.070 15.764 22.224 -0.13 0.16 0.29 0.146
H 7.275 13.972 21.907 0.25 0.12 -0.04 0.085
H 6.493 13.739 23.464 -0.18 0.25 -0.03 0.094
H 8.192 14.127 23.448 0.12 0.13 -0.21 0.097
Y 8.443 15.202 17.550 -0.13 3.37 -1.39 1.769
O 6.527 19.323 18.438 1.10 0.25 -0.66 -0.327
V 7.835 18.747 17.743 -1.69 -2.41 -0.26 1.003
O 7.750 19.029 16.159 0.45 0.34 1.73 -0.334
P 9.902 17.150 19.095 3.83 2.68 3.02 -0.050
O 8.827 18.128 19.646 -2.60 0.53 0.33 -0.422
O 11.225 17.801 19.379 -0.80 -1.78 -0.40 -0.314
O 9.445 17.178 17.643 -1.66 -0.52 -4.11 -0.487
O 9.701 15.629 19.397 -1.46 -1.02 -0.45 -0.448
C 4.279 16.100 18.067 0.04 -0.32 -0.17 -0.068
C 5.419 16.166 17.043 -0.28 0.62 -0.06 -0.375
O 6.636 16.713 17.475 2.38 -0.98 1.29 -0.414
H 4.041 17.037 18.569 0.47 0.09 0.05 0.072
H 4.492 15.300 18.782 -0.06 0.23 0.31 0.070
H 3.343 15.828 17.570 0.14 -0.16 -0.19 0.052
H 5.072 16.741 16.178 0.00 -0.18 -0.14 0.116
H 5.642 15.131 16.733 -0.39 -0.07 -0.36 0.081
C 9.093 16.714 14.246 0.68 0.06 0.36 -0.289
O 8.751 16.113 15.264 -0.43 -0.73 0.55 -0.115
N 8.303 17.220 13.322 -0.72 0.06 -0.76 -0.159
C 8.874 17.943 12.202 0.88 0.05 -0.29 -0.039
C 6.833 17.143 13.376 0.99 0.35 0.32 0.004
H 10.159 16.864 14.035 -0.02 0.07 0.04 0.157
H 9.905 18.208 12.435 0.01 -0.09 0.03 0.091
H 8.389 18.890 11.971 -0.42 -0.15 0.30 0.100
H 8.904 17.333 11.296 -0.23 -0.02 0.02 0.096
H 6.417 16.857 12.413 0.17 -0.06 -0.10 0.094
H 6.582 16.407 14.134 -0.26 0.24 0.13 0.076
H 6.534 18.163 13.619 -0.60 -0.24 0.25 0.100
C 7.110 12.732 15.216 0.20 -1.16 -0.59 -0.275
O 7.684 13.742 15.627 0.05 0.13 1.25 -0.112
N 7.744 11.660 14.721 0.18 0.82 -0.71 -0.166
C 7.001 10.614 14.022 -0.40 0.53 -0.10 -0.024
C 9.153 11.739 14.395 1.39 -0.87 0.83 -0.033
H 6.019 12.604 15.175 0.01 0.33 0.34 0.151
H 6.911 10.843 12.957 0.08 0.06 0.03 0.103
H 5.999 10.603 14.447 0.02 -0.44 -0.06 0.091
H 7.513 9.660 14.103 -0.12 -0.04 0.33 0.097
H 9.441 12.148 13.426 -0.64 0.16 -0.12 0.108
H 9.750 12.250 15.150 -0.44 0.34 0.03 0.089
H 9.558 10.724 14.444 -0.16 -0.03 -0.24 0.097
C -0.753 18.116 19.898 0.34 -0.78 -0.20 -0.329
O 0.168 18.654 20.474 -0.28 0.33 0.13 0.012
N -0.590 16.998 19.129 0.12 -0.45 0.78 -0.188
C -1.710 16.237 18.636 -1.22 0.46 -0.60 -0.074
C 0.682 16.257 19.226 -0.85 1.14 -0.74 -0.028
H -1.805 18.434 19.944 0.02 0.31 -0.04 0.137
H -2.225 15.537 19.302 0.72 -0.19 0.44 0.093
H -1.452 15.713 17.717 0.21 -0.07 0.13 0.059
H -2.537 16.895 18.351 0.25 0.30 -0.06 0.092
H 0.536 15.388 19.866 0.27 -0.21 -0.18 0.097
H 0.923 16.059 18.182 0.38 -0.72 0.22 0.062
H 1.427 16.940 19.619 0.04 -0.11 0.21 0.070
C -0.957 15.478 15.181 0.79 0.18 0.57 0.055
C -2.134 14.864 14.973 -0.29 1.12 -1.41 -0.240
C -2.255 13.447 14.504 0.90 -0.29 1.13 -0.320
O -3.339 12.971 14.265 -0.14 0.20 -0.32 0.140
C -0.997 12.718 14.547 0.18 -0.75 -0.42 0.075
C 0.160 13.269 14.934 0.50 0.15 0.62 -0.222
C 0.302 14.727 15.349 -2.38 -0.40 -0.23 -0.312
O 1.296 15.153 15.886 0.68 -0.21 -0.18 0.096
O 1.252 12.517 15.120 0.12 -0.17 -0.07 0.095
O -3.258 15.576 14.899 -0.14 -0.06 0.23 0.115
H -0.902 16.543 15.369 -0.16 0.00 0.06 0.139
H -1.013 11.653 14.350 -0.11 0.04 -0.05 0.140
H 1.906 13.026 15.625 -0.10 0.27 -0.16 0.111
H -3.980 15.001 14.581 0.18 -0.10 0.15 0.129
```
Forces are in eV/Å.